No. 1
9
Properties=species:S:1:pos:R:3:forces:R:3 method="wB97M-V/def2-TZVPD" orbital_gap_ev="7.79 / 7.79" spin_multiplicity=1 de_lowest_kj_mol=284.8 charge=0 energy_ha=-1178.05809
C -2.549235 -0.869580 -1.803537 2.5 -0.5 0.8
N -0.938061 1.498373 0.530881 -1.5 -1.0 -0.2
O -2.118386 -1.766549 -2.426671 -0.7 1.3 1.1
O -2.920356 -0.227968 1.039279 0.1 1.1 0.0
O -0.646283 -1.020755 0.926023 2.9 -1.9 0.7
S -1.604926 -0.135333 0.445116 -2.5 1.6 -1.9
Cl -3.847750 0.163766 -2.010163 -0.6 0.3 -0.1
H -1.726798 2.057306 0.845588 0.1 0.2 -0.2
H -0.123185 1.708215 1.117762 -0.3 -1.0 -0.2

---

No. 2
15
Properties=species:S:1:pos:R:3:forces:R:3 method="wB97M-V/def2-TZVPD" orbital_gap_ev="7.35 / 7.35" spin_multiplicity=1 de_lowest_kj_mol=840.2 charge=+1 energy_ha=-320.97128
C 1.610750 -1.069169 -0.653150 0.8 -0.2 0.8
C 1.295443 0.317906 0.780431 -1.0 -1.2 1.4
C 0.444168 -0.433821 -0.179022 -2.6 1.7 1.3
C -2.884454 0.288402 -0.013025 -1.1 2.1 -3.4
N -1.136438 -1.271775 0.626136 -0.9 1.0 -1.3
N -2.156959 -0.784954 0.446950 0.5 -2.5 1.9
N 2.424218 -0.449311 0.356000 1.4 -1.1 1.1
H 1.572716 -2.104223 -0.801145 0.3 -1.8 -0.1
H 1.743826 -0.633595 -1.596866 0.3 0.9 -2.1
H 1.454684 1.339830 0.825132 -0.1 2.4 -0.7
H 0.852394 0.227550 1.847833 0.8 -0.7 -1.2
H -3.526815 0.121111 -0.958625 1.3 -0.8 1.2
H -2.099039 0.988926 -0.392434 -0.6 0.3 0.6
H -3.699825 0.669666 0.624388 1.1 -0.2 0.6
H 3.295398 -0.000561 0.121779 0.0 0.1 -0.1

---

No. 3
39
Properties=species:S:1:pos:R:3:forces:R:3 method="wB97M-V/def2-TZVPD" orbital_gap_ev=7.70 spin_multiplicity=1 de_lowest_kj_mol=66.0 charge=+1 energy_ha=-1262.15640
Pd 0.171058 0.839354 0.747014 0.2 0.5 1.2
O 2.081640 1.045492 1.124350 0.0 0.4 0.1
N 2.488614 0.686644 2.307898 -0.1 -0.3 -0.1
N 1.647546 0.041855 2.974923 0.1 0.0 0.1
O 0.395801 -0.118468 2.593838 0.0 -0.4 -0.5
C 2.037628 -0.527441 4.250312 -0.1 0.0 0.0
C 1.064102 -1.167718 4.995475 0.0 0.0 0.0
C 1.425354 -1.724961 6.213272 0.0 0.0 0.0
C 2.732726 -1.634452 6.664051 0.0 0.0 0.0
C 3.691673 -0.984730 5.896831 0.0 0.0 0.0
C 3.353682 -0.424721 4.677541 0.0 0.0 0.0
H 0.052573 -1.229893 4.626123 0.0 0.0 0.0
H 0.678190 -2.231925 6.808026 0.0 0.0 0.0
H 3.008355 -2.072215 7.613734 0.0 0.0 0.0
H 4.712503 -0.915991 6.246374 0.0 0.0 0.0
H 4.092523 0.078739 4.072909 0.0 0.0 0.0
N -2.796815 0.335786 0.071368 0.0 0.0 0.0
C -1.688300 0.517909 0.314172 -0.2 -0.1 0.0
H -3.759118 0.181592 -0.160909 0.0 0.0 0.0
N 1.625168 9.310413 -5.673974 0.0 0.0 0.0
C 1.374114 8.532225 -4.868229 0.0 0.0 0.0
C 1.059914 7.556422 -3.859914 0.0 0.0 0.0
C 0.342113 7.928243 -2.728864 0.0 0.0 0.0
C 0.039322 6.989398 -1.758905 0.0 0.0 0.0
C 0.453993 5.675461 -1.918747 0.0 0.0 0.0
C 1.172061 5.297873 -3.045724 0.0 0.0 0.0
C 1.473980 6.237162 -4.013917 0.0 0.0 0.0
N 0.136670 4.703992 -0.911217 0.0 0.0 0.0
C -0.555523 4.928559 0.261797 0.0 0.0 0.0
C -0.623586 3.742128 0.911604 0.1 0.0 0.0
N 0.025210 2.794736 0.152804 -0.1 -0.1 -0.8
C 0.461287 3.396907 -0.933388 0.1 0.0 0.1
H 0.020788 8.953061 -2.607860 0.0 0.0 0.0
H -0.518871 7.303041 -0.890105 0.0 0.0 0.0
H 1.508031 4.282050 -3.190444 0.0 0.0 0.0
H 2.033434 5.947744 -4.892212 0.0 0.0 0.0
H -0.930150 5.892644 0.545985 0.0 0.0 0.0
H -1.060575 3.512501 1.867048 0.0 0.0 0.0
H 1.023718 2.919718 -1.714132 0.0 0.0 0.0

---

No. 4
70
Properties=species:S:1:pos:R:3:forces:R:3 method="wB97M-V/def2-TZVPD" orbital_gap_ev="8.02 / 5.86" spin_multiplicity=2 de_lowest_kj_mol=221.3 charge=-1 energy_ha=-3809.91190
Tl 0.988006 1.111001 -0.381634 0.8 -0.6 0.1
C -0.910894 3.572101 6.002166 0.1 0.1 -0.4
C -0.089694 3.788601 4.740466 0.5 -0.1 0.6
O -0.914794 3.955801 3.604266 -0.5 -0.3 -1.0
P -1.237994 2.729101 2.543266 0.4 -0.7 1.9
S -1.184394 4.231201 0.958266 0.3 -0.1 0.3
S 0.052106 1.268901 2.784166 -0.6 0.8 -0.6
O -2.701594 2.286901 2.999266 0.8 0.1 -0.3
C -3.898094 2.976701 2.648866 -0.4 0.3 -0.1
C -4.319494 3.880801 3.795166 0.2 -0.2 -0.2
H -0.247094 3.529801 6.862566 0.0 0.0 0.1
H -1.456494 2.634601 5.924166 -0.1 -0.1 0.1
H -1.615194 4.391201 6.137066 -0.1 0.0 0.1
H 0.566006 2.927401 4.567866 0.0 0.3 0.1
H 0.521206 4.694301 4.822366 -0.1 -0.1 0.0
H -4.641094 2.198401 2.457466 0.1 0.1 -0.1
H -3.743094 3.544601 1.727566 -0.1 -0.1 -0.1
H -4.436294 3.287601 4.699366 -0.1 0.0 0.1
H -5.261494 4.370801 3.564066 -0.1 0.1 0.0
H -3.549094 4.627401 3.971966 0.0 0.1 0.1
N 1.827806 -0.728799 -2.291034 0.3 0.1 0.4
C 0.661206 -1.122499 -3.054634 -0.1 0.2 -0.4
C 0.917406 -2.384899 -3.897434 -0.2 0.3 -0.2
C -0.033994 -2.626899 -5.067834 -0.1 -0.1 0.1
C -1.501794 -2.881199 -4.707034 0.4 -0.1 -0.5
N -2.121794 -1.975899 -3.762634 0.2 0.1 0.4
C -2.686094 -0.792799 -4.025634 -0.8 -0.3 -0.3
N -3.605394 -0.331899 -3.192034 -0.2 -0.1 0.0
N -2.482694 -0.168299 -5.193534 0.0 0.0 -0.2
C 0.183506 0.165401 -3.818134 0.2 -0.9 0.8
O 0.186506 0.187701 -5.054134 0.3 0.2 -0.7
O -0.195094 1.074401 -3.049334 0.1 0.7 -0.1
H 2.635306 -0.560599 -2.878734 0.0 -0.1 0.0
H 2.049406 -1.398399 -1.563334 0.1 0.0 0.0
H -0.125994 -1.318699 -2.323834 0.1 0.1 0.0
H 0.916806 -3.246099 -3.221534 0.1 -0.1 0.0
H 1.921406 -2.309799 -4.322534 0.1 0.0 0.0
H 0.308706 -3.512799 -5.608434 0.0 -0.1 -0.1
H 0.043706 -1.771199 -5.735534 0.0 -0.2 0.0
H -1.594194 -3.881199 -4.275634 -0.1 0.1 0.0
H -2.084994 -2.848199 -5.632834 -0.1 -0.1 0.1
H -2.164794 -2.268899 -2.798934 0.0 0.1 0.0
H -3.663794 -0.734999 -2.268334 0.1 0.1 0.0
H -3.765994 0.671201 -3.178734 0.1 0.2 0.0
H -1.513194 -0.165299 -5.527134 0.0 0.0 0.2
H -2.880794 0.762501 -5.219434 0.0 0.0 0.1
F -2.150394 1.651801 0.568766 0.7 0.6 -0.4
Te -1.895994 2.021101 -1.416934 -5.5 -1.8 -0.2
F -3.755494 1.325101 -1.195934 0.9 0.2 -0.3
F -2.871994 2.314501 -3.290934 0.9 -0.3 0.7
F -3.065894 3.616401 -0.981234 1.1 -0.2 -0.1
F -1.757894 -0.088899 -1.201634 0.4 0.8 -0.3
O -0.479794 3.555801 -0.183434 0.2 1.0 0.4
F 2.107306 -4.298699 3.797166 0.3 0.0 0.0
C 3.296006 -3.881699 3.311666 -0.3 0.2 -0.4
C 3.326906 -3.002899 2.287066 -0.5 -0.7 0.9
N 4.493206 -2.570799 1.745466 0.3 0.1 0.2
C 4.501506 -1.652899 0.620566 -0.2 0.8 -0.6
C 3.293706 -0.643999 0.573966 1.3 -0.8 0.1
O 3.580806 0.548201 0.486466 0.0 0.7 -0.1
O 2.159906 -1.161999 0.539266 -1.0 -0.2 0.0
C 5.709806 -3.041399 2.192266 -0.2 -0.1 0.0
O 6.772206 -2.731699 1.703266 0.4 0.1 -0.1
N 5.631706 -3.927399 3.246866 0.2 -0.1 0.2
C 4.503106 -4.437599 3.887866 0.0 0.1 -0.2
O 4.610806 -5.244299 4.784466 -0.1 -0.1 0.2
H 2.423206 -2.585399 1.853166 0.1 -0.1 0.0
H 4.453806 -2.236099 -0.307334 0.1 0.1 0.0
H 5.435606 -1.091099 0.641866 -0.2 -0.2 0.0
H 6.526206 -4.275099 3.576966 -0.2 0.1 -0.1

---

No. 5
85
Properties=species:S:1:pos:R:3:forces:R:3 method="wB97M-V/def2-TZVPD" orbital_gap_ev=8.64 spin_multiplicity=1 de_lowest_kj_mol=14.6 charge=+1 energy_ha=-5001.52127
In -0.994801 -1.847147 1.346263 0.3 0.0 0.3
O 1.122491 -2.454591 1.250165 0.1 0.0 -0.1
S 1.799551 -3.612998 0.506429 0.0 -0.1 0.1
C 3.406820 -3.748689 1.314645 0.0 0.0 0.0
C 3.365435 -4.282130 2.741258 0.0 0.0 0.0
C 2.657169 -3.343203 3.733701 0.0 0.0 0.0
C 1.277436 -3.865034 4.115281 0.0 0.1 0.0
S 0.017700 -2.663287 4.673637 0.0 -0.2 -0.1
O -0.797376 -2.385226 3.425588 -0.1 0.2 0.1
C 0.997484 -1.233838 5.050210 0.0 0.0 0.0
C 1.295870 -0.263109 4.107113 0.0 0.0 0.0
C 2.075472 0.818076 4.486060 0.0 0.0 0.0
C 2.549518 0.915549 5.788001 0.0 0.0 0.0
C 2.237305 -0.059751 6.724290 0.0 0.0 0.0
C 1.444188 -1.137934 6.361124 0.0 0.0 0.0
C 2.387474 -2.954224 -1.034002 -0.1 0.0 0.0
C 2.762408 -3.859656 -2.017519 0.0 0.0 0.0
C 3.284177 -3.372599 -3.204474 0.0 0.0 0.0
C 3.407163 -2.002529 -3.395750 0.0 0.0 0.0
C 3.002069 -1.112616 -2.410666 0.0 0.0 0.0
C 2.486262 -1.583972 -1.211607 0.0 0.0 0.0
H 3.856583 -2.754484 1.259313 0.0 0.0 0.0
H 3.962789 -4.419096 0.655155 0.0 0.0 0.0
H 4.405792 -4.417967 3.039731 0.0 0.0 0.0
H 2.917785 -5.278783 2.755782 0.0 0.0 0.0
H 2.574759 -2.354929 3.285943 0.0 0.0 0.0
H 3.257667 -3.225110 4.635374 0.0 0.0 0.0
H 1.335920 -4.617154 4.902787 0.0 0.0 0.0
H 0.758638 -4.317120 3.267076 0.0 0.0 0.0
H 0.927184 -0.349706 3.094558 0.0 0.0 0.0
H 2.317490 1.586730 3.764073 0.0 0.0 0.0
H 3.156292 1.762801 6.076807 0.0 0.0 0.0
H 2.593427 0.027308 7.741107 0.0 0.0 0.0
H 1.167228 -1.887425 7.092364 0.0 0.0 0.0
H 2.644761 -4.925915 -1.865701 0.0 0.0 0.0
H 3.586531 -4.061037 -3.981209 0.0 0.0 0.0
H 3.815815 -1.626675 -4.323819 0.0 0.0 0.0
H 3.083254 -0.046862 -2.576320 0.0 0.0 0.0
H 2.148587 -0.905081 -0.440689 0.0 0.0 0.0
O -1.389759 -3.959385 0.841013 0.1 0.1 -0.2
N -2.601884 -3.932532 1.157399 -0.2 -0.2 0.0
O -2.991200 -2.806753 1.492118 0.0 0.1 -0.1
O -0.248137 -0.149852 0.188021 0.0 -0.1 -0.1
C -0.757463 0.659346 1.026999 -0.1 0.0 -0.1
O -1.397044 0.171238 2.006536 -0.1 0.0 0.1
C -0.549458 2.138252 0.926885 0.0 0.0 0.0
C -0.169120 2.664362 -0.452430 -0.1 -0.1 0.0
Ge -1.512339 2.475614 -1.898238 0.0 0.0 0.1
C -0.522826 2.257756 -3.559428 0.0 0.0 0.0
C 0.322904 1.156855 -3.709364 0.0 0.0 0.0
C 1.054266 0.975073 -4.874445 0.0 0.0 0.0
C 0.962335 1.900002 -5.904774 0.0 0.0 0.0
C 0.142248 3.007955 -5.762452 0.0 0.0 0.0
C -0.595034 3.182479 -4.599009 -0.1 0.0 0.0
C -2.646758 4.054882 -1.898179 0.1 0.1 0.0
C -3.468660 4.357056 -2.984075 -0.1 -0.1 0.0
C -4.313631 5.456379 -2.953323 0.0 0.0 0.0
C -4.357920 6.268016 -1.828448 0.0 0.0 0.0
C -3.552351 5.979125 -0.738062 0.0 0.0 0.0
C -2.700502 4.883496 -0.778297 0.0 0.0 0.0
C -2.664112 0.932771 -1.554658 0.0 0.0 0.0
C -2.561876 -0.263116 -2.263933 0.0 0.0 0.0
C -3.377041 -1.344757 -1.956718 0.0 0.0 0.0
C -4.315391 -1.241863 -0.936660 0.0 0.0 0.0
C -4.433640 -0.056465 -0.226256 0.0 0.0 0.0
C -3.616083 1.021358 -0.539136 0.0 0.0 0.0
H 0.244773 2.340307 1.657352 0.0 0.1 0.0
H -1.444915 2.615453 1.328143 0.0 0.0 0.0
H 0.750235 2.186411 -0.793676 0.0 0.0 0.0
H 0.038241 3.733692 -0.377112 0.1 0.0 0.0
H 0.415884 0.430768 -2.907344 0.0 0.0 0.0
H 1.689056 0.105982 -4.983858 0.0 0.0 0.0
H 1.527589 1.756542 -6.816216 0.0 0.0 0.0
H 0.071953 3.736539 -6.559224 0.0 0.0 0.0
H -1.232670 4.053696 -4.506355 0.0 0.0 0.0
H -3.460042 3.725234 -3.865564 0.0 0.0 0.0
H -4.940580 5.678406 -3.806706 0.0 0.0 0.0
H -5.018072 7.124710 -1.803152 0.0 0.0 0.0
H -3.583475 6.608504 0.141797 0.0 0.0 0.0
H -2.067700 4.686042 0.080591 0.0 0.0 0.0
H -1.854407 -0.353508 -3.078552 0.0 0.0 0.0
H -3.299817 -2.260116 -2.530945 0.0 0.0 0.0
H -4.958693 -2.079186 -0.701886 0.0 0.0 0.0
H -5.168863 0.031223 0.563089 0.0 0.0 0.0
H -3.742316 1.951410 0.006445 0.0 0.0 0.0

---

No. 6
16
Properties=species:S:1:pos:R:3:forces:R:3 method="wB97M-V/def2-TZVPD" orbital_gap_ev=9.82 spin_multiplicity=1 de_lowest_kj_mol=227.4 charge=0 energy_ha=-267.83872
H -1.352289 -1.211562 -0.191522 -0.3 -0.7 -0.3
N -1.215029 -0.277152 0.150598 -2.0 1.2 0.9
C -2.300198 0.387007 0.191166 0.7 -0.4 -0.2
N -3.499401 -0.038226 -0.258308 -0.8 -1.4 -0.5
H -2.320941 1.411893 0.556408 0.2 0.0 0.0
H -3.600245 -1.051688 -0.402439 0.0 0.9 0.1
H -4.323434 0.447959 0.014341 -0.4 0.2 0.1
C 2.294763 0.836464 -0.295593 0.1 0.1 0.0
C 1.290328 -0.078394 0.358198 0.9 0.1 -0.3
C 2.583423 -0.621777 -0.063457 1.6 -0.5 0.0
H 2.844558 1.555885 0.318136 -0.3 -0.3 -0.1
H 2.083792 1.184251 -1.301318 0.1 -0.1 0.1
H 1.085886 0.084299 1.404534 -0.2 -0.2 0.0
H 0.498300 -0.448347 -0.246627 0.4 0.6 0.1
H 2.619822 -1.283977 -0.926684 -0.2 0.1 0.2
H 3.310672 -0.896642 0.692568 0.1 0.2 -0.1